# 1
{"formula": "C5H6O", "method": "wB97M-V/def2-TZVPD", "e_homo_ev": -10.3, "orbital_gap_ha": 0.391, "energy_ev": -7327.442, "smiles": "CCC#CC=O", "e_above_lowest_kcal_mol": 42.5, "total_charge": 0, "symbols": ["C", "C", "C", "C", "C", "O", "H", "H", "H", "H", "H", "H"], "positions_angstrom": [[0.6006, 0.5203, -1.7479], [-0.7523, 0.3669, -1.0314], [-0.5637, -0.1483, 0.3219], [-0.2838, -0.4876, 1.4468], [0.1614, -0.8922, 2.7626], [1.1583, -0.4448, 3.2840], [0.5722, 1.3465, -2.4641], [1.3871, 0.7317, -1.0184], [0.8617, -0.3992, -2.2803], [-1.4317, -0.2804, -1.5957], [-1.2495, 1.3388, -0.9458], [-0.4603, -1.6517, 3.2683]], "forces_ev_per_angstrom": [[0.093, 0.024, -0.078], [-0.092, 0.029, 0.011], [0.098, -0.135, 0.527], [-0.032, 0.143, -0.550], [0.257, 0.084, 0.171], [-0.391, -0.187, -0.143], [-0.035, -0.196, 0.032], [-0.094, 0.001, -0.159], [0.020, 0.162, 0.112], [0.089, 0.087, 0.075], [0.044, -0.080, 0.017], [0.044, 0.067, -0.016]]}

# 2
{"formula": "C20H20NO4S4", "method": "wB97M-V/def2-TZVPD", "e_homo_ev": -4.1, "orbital_gap_ha": 0.253, "energy_ev": -74084.448, "e_above_lowest_kcal_mol": 0.0, "total_charge": -1, "symbols": ["C", "C", "C", "N", "C", "S", "S", "C", "C", "H", "H", "H", "H", "H", "H", "H", "H", "H", "H", "C", "C", "C", "C", "C", "C", "S", "O", "O", "C", "C", "C", "C", "C", "C", "C", "C", "S", "O", "O", "H", "H", "H", "H", "H", "H", "H", "H", "H", "H"], "positions_angstrom": [[1.0851, 5.2225, 1.8158], [-0.4199, 4.9901, 1.7837], [-0.6831, 3.5032, 2.0730], [-0.0712, 2.7387, 0.9601], [-0.5129, 1.4692, 0.6220], [-1.9540, 0.8570, 1.2064], [0.4259, 0.5199, -0.4825], [1.3700, 2.9206, 0.8643], [1.7217, 4.3935, 0.6970], [1.3353, 6.2852, 1.7164], [1.4959, 4.8661, 2.7678], [-0.9295, 5.6463, 2.4945], [-0.8216, 5.2190, 0.7836], [-0.1963, 3.2166, 3.0526], [-1.7752, 3.2737, 2.1610], [1.8494, 2.5385, 1.7854], [1.6923, 2.3033, 0.0045], [1.3621, 4.7452, -0.2798], [2.8121, 4.4807, 0.7068], [-1.4977, -3.1277, -5.3729], [-1.8869, -2.7937, -4.0736], [-0.9973, -3.0225, -3.0261], [0.2767, -3.5005, -3.2680], [0.6653, -3.8643, -4.5570], [-0.2389, -3.6951, -5.6130], [1.3966, -3.4650, -1.8564], [1.5841, -4.8265, -1.4031], [2.5269, -2.6165, -2.1880], [0.3082, -2.5769, -0.7684], [0.8071, -1.6298, 0.1321], [0.3330, -1.5026, 1.5253], [-0.8743, -2.0725, 1.9397], [-1.5367, -1.5036, 3.0339], [-0.9183, -0.5261, 3.8142], [0.4055, -0.1679, 3.5436], [1.0439, -0.6740, 2.4165], [-1.3832, -2.6822, -1.3024], [-2.0236, -1.3867, -1.2289], [-1.9956, -3.8640, -0.7214], [-2.1814, -2.9372, -6.2017], [-2.8644, -2.3739, -3.8491], [1.6443, -4.3056, -4.7173], [0.0414, -4.0051, -6.6222], [1.8598, -1.3780, -0.0181], [-1.2923, -2.9349, 1.4099], [-2.5531, -1.8212, 3.2364], [-1.4688, -0.0138, 4.6101], [0.9397, 0.5382, 4.1909], [2.0937, -0.4598, 2.2021]], "forces_ev_per_angstrom": [[0.181, 0.083, -0.471], [-0.034, -0.226, 0.174], [-0.446, -0.176, -0.037], [0.160, -0.698, 0.585], [-1.431, -0.137, 0.526], [0.159, 0.735, -0.442], [0.275, 0.061, -0.850], [0.240, 0.392, -0.394], [0.110, -0.038, 0.005], [-0.008, -0.106, -0.004], [-0.098, 0.148, 0.065], [-0.046, -0.185, 0.106], [0.120, -0.017, 0.253], [-0.407, 0.112, -0.808], [1.083, 0.048, -0.290], [-0.018, -0.040, -0.162], [0.150, 0.612, 0.679], [0.058, -0.043, 0.144], [-0.020, 0.105, -0.026], [0.076, 0.013, 0.155], [0.146, -0.302, 0.081], [-0.159, 0.070, -0.074], [0.297, -0.022, -0.366], [-0.393, -0.115, 0.016], [0.030, 0.032, 0.345], [-1.597, 1.231, 0.820], [0.425, 0.363, -0.432], [0.015, -0.747, 0.068], [-0.368, -0.477, -1.170], [0.363, 0.034, 0.205], [-0.110, -0.014, 0.383], [0.118, 0.339, 0.150], [0.518, -0.311, 0.387], [-0.160, -0.148, 0.015], [0.377, -0.147, 0.042], [-0.441, -0.122, 0.139], [1.623, 0.140, 0.784], [-0.074, -1.031, -0.088], [-0.460, 0.493, -0.611], [0.195, -0.115, 0.217], [0.155, -0.033, -0.132], [-0.060, 0.186, -0.044], [-0.069, 0.183, 0.313], [-0.037, -0.496, 0.169], [-0.067, 0.647, -0.059], [0.070, 0.006, 0.158], [0.205, -0.316, -0.253], [-0.246, -0.313, -0.184], [-0.398, 0.338, -0.089]]}

# 3
{"formula": "C21H74O16", "method": "wB97M-V/def2-TZVPD", "e_homo_ev": -9.2, "orbital_gap_ha": 0.334, "energy_ev": -55738.190, "e_above_lowest_kcal_mol": 4.3, "total_charge": 0, "symbols": ["O", "H", "H", "O", "H", "H", "O", "H", "H", "O", "H", "H", "O", "H", "H", "O", "H", "H", "O", "H", "H", "O", "H", "H", "O", "H", "H", "C", "C", "C", "O", "H", "H", "H", "H", "H", "H", "H", "H", "C", "C", "C", "O", "H", "H", "H", "H", "H", "H", "H", "H", "C", "C", "C", "O", "H", "H", "H", "H", "H", "H", "H", "H", "C", "C", "C", "O", "H", "H", "H", "H", "H", "H", "H", "H", "C", "C", "C", "O", "H", "H", "H", "H", "H", "H", "H", "H", "C", "C", "C", "O", "H", "H", "H", "H", "H", "H", "H", "H", "C", "C", "C", "O", "H", "H", "H", "H", "H", "H", "H", "H"], "positions_angstrom": [[-2.5871, 2.7399, -2.2505], [-1.9455, 2.7780, -1.5412], [-3.0655, 1.9250, -2.0978], [-3.3784, 0.2332, -1.1150], [-2.6117, -0.0875, -0.6400], [-4.0282, 0.4054, -0.4336], [3.6664, 2.4758, -1.6741], [3.2437, 2.8827, -2.4304], [3.7399, 1.5508, -1.9092], [-1.6950, -3.4444, 0.1076], [-1.1823, -3.8774, -0.5749], [-1.6220, -4.0235, 0.8663], [-3.4805, -0.1521, -3.7946], [-3.3756, -0.0023, -2.8550], [-3.0655, 0.6058, -4.2062], [-1.5927, 3.5347, 0.5882], [-1.8322, 4.4608, 0.5523], [-0.6792, 3.5340, 0.8741], [3.1972, 2.3456, 1.1344], [3.8516, 1.7680, 1.5274], [3.5647, 2.5798, 0.2822], [-2.6897, 1.6626, 2.3280], [-2.2309, 0.9113, 1.9522], [-2.2128, 2.4244, 1.9986], [2.5640, -1.9957, 2.2589], [2.0529, -2.1440, 1.4633], [3.1448, -2.7544, 2.3159], [-0.4557, -0.9367, -1.8961], [-0.1283, -0.6676, -0.3843], [0.3779, 0.7837, -0.2056], [-1.2205, -0.7716, 0.4602], [0.5037, -1.2011, -2.3409], [-0.7694, -0.0558, -2.4562], [-1.2050, -1.7095, -2.0678], [0.5498, -1.4216, 0.0155], [0.8483, 0.9773, 0.7584], [-0.3907, 1.5502, -0.3049], [1.1520, 0.9540, -0.9539], [-1.4530, -1.7024, 0.4280], [-0.3200, -3.4821, 3.3032], [-1.1793, -4.7265, 3.2077], [-2.7166, -4.4849, 3.2407], [-0.8948, -5.5193, 2.0192], [0.7246, -3.6994, 3.0802], [-0.2856, -3.0995, 4.3233], [-0.6850, -2.6969, 2.6410], [-0.9073, -5.3435, 4.0641], [-3.2673, -5.4237, 3.1815], [-3.0844, -3.8073, 2.4702], [-2.9743, -4.0388, 4.2013], [-0.0743, -5.9837, 2.2001], [0.2903, 2.4682, -4.8224], [1.1576, 3.5290, -4.2061], [0.7536, 3.8120, -2.7494], [2.4564, 3.0659, -4.1517], [-0.7369, 2.8232, -4.7388], [0.3228, 1.5114, -4.3013], [0.5993, 2.4422, -5.8674], [1.1809, 4.3924, -4.8710], [-0.1913, 4.3555, -2.7452], [1.4524, 4.3900, -2.1447], [0.5959, 2.8603, -2.2421], [3.0313, 3.7898, -4.4105], [2.4205, 5.6952, 1.9429], [1.2176, 4.7402, 2.3087], [0.0029, 5.4412, 2.7747], [0.9542, 3.9131, 1.1685], [2.0475, 6.4234, 1.2226], [3.2629, 5.1929, 1.4673], [2.7899, 6.2555, 2.8018], [1.5991, 4.0830, 3.0901], [-0.3829, 6.1317, 2.0247], [0.2692, 6.0002, 3.6718], [-0.7345, 4.6917, 3.0623], [1.7291, 3.3651, 1.0238], [-4.9308, -3.2120, -2.5931], [-3.7973, -3.8086, -3.4192], [-4.0444, -5.2517, -3.8143], [-3.5149, -2.9422, -4.5052], [-5.8661, -3.5041, -3.0708], [-4.9311, -2.1223, -2.6154], [-4.8075, -3.5459, -1.5628], [-2.8783, -3.7987, -2.8331], [-3.3241, -5.6386, -4.5350], [-5.0328, -5.4196, -4.2421], [-3.9207, -5.9358, -2.9748], [-3.5531, -2.0672, -4.1122], [0.1512, -0.0271, 6.3109], [0.5622, -0.1583, 4.8918], [0.9912, 1.1764, 4.2646], [1.7028, -0.9962, 4.9057], [0.8890, 0.5418, 6.8767], [-0.1659, -0.9727, 6.7507], [-0.7341, 0.6030, 6.3955], [-0.1846, -0.6988, 4.3102], [1.3739, 1.0871, 3.2479], [1.6794, 1.6829, 4.9413], [0.1502, 1.8690, 4.2978], [1.8982, -1.1684, 3.9818], [4.6017, -1.5899, -0.6139], [4.3146, -1.4780, -2.0500], [3.3701, -2.5929, -2.5226], [3.6499, -0.2337, -2.2754], [3.7108, -1.4637, 0.0012], [5.2311, -0.7430, -0.3405], [5.0822, -2.5008, -0.2568], [5.2664, -1.4902, -2.5812], [3.0642, -2.2722, -3.5184], [2.5465, -2.8116, -1.8429], [3.9262, -3.5157, -2.6878], [3.5411, -0.2031, -3.2288]], "forces_ev_per_angstrom": [[0.096, 0.378, -0.800], [0.104, 0.129, 0.498], [-0.149, -0.245, 0.361], [-0.490, 0.104, -0.331], [0.739, -0.274, 0.592], [-0.279, 0.146, 0.161], [0.414, 0.529, 0.783], [-0.347, 0.138, -0.412], [0.062, -0.612, 0.032], [-0.193, 0.475, -0.213], [0.084, -0.141, -0.248], [0.163, -0.555, 0.280], [-0.073, -0.223, -0.613], [-0.137, -0.020, 0.735], [0.100, 0.149, -0.266], [-1.040, -0.275, -0.333], [-0.160, 0.208, -0.081], [1.180, 0.149, 0.098], [-0.019, -0.019, 0.509], [0.006, -0.141, 0.284], [0.123, 0.052, -1.027], [-0.435, -0.445, 0.601], [0.232, -0.288, -0.155], [0.055, 0.433, -0.496], [0.032, 0.214, 0.107], [-0.273, 0.056, -0.236], [0.236, -0.189, 0.130], [0.796, 0.143, 0.733], [0.115, 1.740, -0.920], [0.949, -0.718, -0.232], [-1.694, 0.336, 0.582], [-0.058, -0.349, -0.251], [-0.226, 0.259, 0.376], [0.145, -0.183, 0.134], [0.848, 0.035, -0.515], [-0.027, -0.325, 0.135], [-0.334, -0.391, -0.282], [0.081, 0.243, -0.051], [-0.563, -0.729, 0.202], [-0.061, 0.113, -0.076], [-0.781, -0.491, 0.111], [0.836, -0.054, 0.438], [-0.177, 0.567, 0.331], [-0.044, -0.093, -0.226], [-0.295, 0.068, 0.038], [0.138, 0.133, -0.051], [-0.231, -0.199, 0.140], [0.177, -0.034, -0.151], [0.189, -0.006, -0.149], [0.037, 0.121, 0.027], [0.106, -0.044, -0.213], [-0.499, 0.760, -0.234], [-0.977, 0.315, 1.472], [-0.951, 0.454, -0.457], [2.655, -0.806, -0.432], [-0.171, -0.105, -0.257], [0.379, -0.016, -0.134], [-0.301, -0.680, -0.056], [-0.586, 0.389, 0.242], [-0.172, -0.063, 0.168], [0.274, 0.050, -0.336], [0.018, -0.031, -0.003], [0.259, -0.137, -0.021], [-1.178, 0.026, -0.006], [2.937, -0.184, -0.746], [-0.296, 0.074, 0.356], [-0.747, 0.692, 0.169], [-0.007, 0.135, -0.106], [-0.159, -0.330, 0.190], [-0.063, -0.110, 0.150], [-0.161, -0.121, 0.305], [-0.130, -0.027, -0.010], [-0.126, 0.136, -0.015], [-0.276, 0.191, -0.090], [0.314, -0.415, 0.106], [0.132, -0.318, -0.216], [0.548, 0.517, 0.319], [0.075, -0.340, -0.474], [-0.327, -0.898, -0.620], [-0.231, -0.178, 0.426], [0.306, 0.029, 0.120], [-0.553, -0.065, 0.050], [0.172, -0.189, 0.569], [0.150, 0.402, -0.216], [-0.104, 0.149, 0.009], [-0.238, 0.249, 0.351], [0.148, 0.669, -0.409], [-1.291, 0.951, 0.593], [1.077, 0.128, -0.569], [-1.173, 0.305, 0.784], [0.494, -0.609, 0.053], [0.334, -0.590, 0.199], [0.588, -0.063, 0.130], [-0.263, 0.109, -0.242], [-0.498, 0.445, -0.175], [0.057, 0.000, 0.103], [0.601, -0.361, -0.174], [-0.355, -0.020, -0.548], [0.408, -0.285, -0.213], [0.298, 0.871, 1.868], [-0.933, -1.073, -0.183], [1.192, 0.082, -0.749], [0.280, -0.038, -0.067], [-0.260, -0.012, -0.188], [0.263, -0.049, 0.215], [0.110, -0.100, -0.510], [-0.038, -0.103, -0.392], [-0.674, -0.313, -0.005], [-0.074, 0.393, -0.128], [0.057, -0.127, 0.159], [-0.270, 0.362, -0.216]]}